Model i:
An isolated ion of composition C3H9N2O and charge +1, computed with the ωB97M-V functional and the def2-TZVPD basis.

CARTESIAN COORDINATES (ANGSTROEM)
1 C -1.364 0.226 -1.756
2 N -0.624 0.473 -0.575
3 C 0.189 -0.322 0.142
4 N 0.448 -1.605 -0.027
5 C 0.891 0.282 1.328
6 O 0.638 1.675 1.719
7 H -2.358 0.563 -1.582
8 H -0.846 0.937 -2.485
9 H -1.333 -0.832 -2.205
10 H -0.478 1.433 -0.262
11 H 0.927 -2.062 0.746
12 H 0.012 -2.321 -0.706
13 H 1.926 0.222 0.923
14 H 0.775 -0.419 2.185
15 H 1.196 1.751 2.555

Output
- charge = +1
- structure (SMILES) = CNC(=[NH2+])CO

The molecule's natural (NBO) atomic charges, reported in e, are given here: -0.44 -0.50 0.54 -0.75 -0.15 -0.70 0.24 0.24 0.23 0.44 0.43 0.46 0.22 0.22 0.51

=====

Model ii:
An isolated ion of composition C3H9N2O and charge +1, computed with the ωB97M-V functional and the def2-TZVPD basis.

CARTESIAN COORDINATES (ANGSTROEM)
1 C -1.521 -1.076 -1.318
2 N -0.854 -0.587 -0.100
3 C 0.434 0.191 -0.271
4 C 0.824 0.794 1.167
5 N 2.098 1.211 1.350
6 O -0.017 1.033 1.964
7 H -1.554 -2.233 -1.487
8 H -1.338 -0.641 -2.366
9 H -2.576 -0.663 -1.197
10 H -1.513 0.153 0.349
11 H -0.668 -1.459 0.585
12 H 0.449 1.013 -0.965
13 H 1.304 -0.551 -0.760
14 H 2.051 2.002 2.163
15 H 2.882 0.812 0.885

Output
- charge = +1
- structure (SMILES) = C[NH2+]CC(N)=O

The molecule's natural (NBO) atomic charges, reported in e, are given here: -0.49 -0.55 -0.34 0.66 -0.83 -0.59 0.27 0.27 0.24 0.48 0.48 0.26 0.25 0.46 0.42

=====

Model iii:
An isolated ion of composition C3H9N2O and charge +1, computed with the ωB97M-V functional and the def2-TZVPD basis.

CARTESIAN COORDINATES (ANGSTROEM)
1 C -2.260 0.528 -1.070
2 N -1.209 -0.343 -0.430
3 C -0.399 0.340 0.614
4 C 1.057 -0.101 0.338
5 N 1.983 0.181 1.272
6 O 1.284 -0.766 -0.653
7 H -1.831 0.963 -1.967
8 H -3.150 -0.048 -1.300
9 H -2.554 1.256 -0.317
10 H -0.506 -0.719 -1.099
11 H -1.614 -1.181 -0.012
12 H -0.392 1.408 0.408
13 H -0.748 0.054 1.598
14 H 2.762 -0.463 1.295
15 H 1.795 0.635 2.152

Output
- charge = +1
- structure (SMILES) = C[NH2+]CC(N)=O

The molecule's natural (NBO) atomic charges, reported in e, are given here: -0.42 -0.51 -0.33 0.66 -0.79 -0.59 0.24 0.25 0.23 0.47 0.44 0.25 0.25 0.43 0.41

=====

Question: which arrangement is favored energetically? Ranking from most to least stable: model iii, model i, model ii.

=====

Model i:
A 11-piece molecular cluster, H22O11 overall, computed with the ωB97M-V functional and the def2-TZVPD basis.

CARTESIAN COORDINATES (ANGSTROEM)
1 O 0.561 0.309 0.453
2 H -0.347 0.634 0.740
3 H 1.181 1.020 0.597
4 O -0.929 -1.467 0.580
5 H -1.572 -1.975 0.063
6 H -1.342 -0.683 0.889
7 O 4.434 -2.460 -1.215
8 H 3.889 -2.742 -2.023
9 H 3.732 -2.274 -0.584
10 O -3.237 2.971 -1.362
11 H -3.917 2.802 -0.687
12 H -2.801 3.739 -1.179
13 O -1.758 3.682 0.291
14 H -1.897 4.629 0.389
15 H -1.256 3.522 -0.476
16 O -2.921 -0.914 3.911
17 H -2.200 -0.508 4.288
18 H -3.112 -1.609 4.570
19 O -0.539 -2.281 -3.189
20 H -0.745 -3.222 -3.150
21 H -1.039 -1.875 -2.544
22 O 3.640 2.397 -1.577
23 H 2.984 2.747 -2.133
24 H 3.745 2.979 -0.818
25 O 5.786 1.547 2.006
26 H 4.945 1.960 1.697
27 H 6.483 1.959 1.604
28 O 0.245 -3.574 0.892
29 H 0.042 -4.431 0.498
30 H 0.112 -3.720 1.831
31 O -4.267 -0.729 -1.316
32 H -4.609 -1.596 -1.591
33 H -3.292 -0.837 -1.451

Output
- charge = 0
- structure (SMILES) = O.O.O.O.O.O.O.O.O.O.O

The molecule's natural (NBO) atomic charges, reported in e, are given here: -0.92 0.45 0.46 -0.90 0.46 0.44 -0.94 0.47 0.47 -0.94 0.48 0.45 -0.93 0.47 0.47 -0.92 0.46 0.46 -0.92 0.46 0.46 -0.93 0.47 0.46 -0.93 0.47 0.46 -0.92 0.46 0.47 -0.93 0.47 0.46

=====

Model ii:
A 11-piece molecular cluster, H22O11 overall, computed with the ωB97M-V functional and the def2-TZVPD basis.

CARTESIAN COORDINATES (ANGSTROEM)
1 O -1.530 0.044 -4.105
2 H -2.137 0.766 -4.050
3 H -1.058 0.031 -3.255
4 O 0.105 -0.865 -2.055
5 H 0.296 -1.727 -1.621
6 H 0.944 -0.379 -2.106
7 O -1.760 1.372 -1.499
8 H -1.905 1.790 -0.663
9 H -0.934 1.730 -1.807
10 O 0.371 2.660 0.282
11 H 0.441 2.857 -0.642
12 H 0.412 1.691 0.262
13 O 2.522 0.037 1.126
14 H 2.455 0.851 1.644
15 H 3.391 -0.354 1.382
16 O -0.194 -0.048 0.480
17 H 0.448 -0.605 0.933
18 H -0.095 -0.228 -0.466
19 O 0.106 -2.232 2.328
20 H 0.910 -2.801 2.303
21 H -0.491 -2.909 2.105
22 O -3.390 -0.751 -1.117
23 H -4.004 -0.444 -1.759
24 H -2.697 -0.162 -1.368
25 O 2.435 0.711 -1.547
26 H 2.763 1.604 -1.725
27 H 2.422 0.584 -0.608
28 O -2.473 0.094 1.878
29 H -1.776 0.257 1.236
30 H -2.027 -0.148 2.693
31 O 2.490 -1.274 3.833
32 H 1.894 -0.804 3.253
33 H 2.067 -1.348 4.660

Output
- charge = 0
- structure (SMILES) = O.O.O.O.O.O.O.O.O.O.O

The molecule's natural (NBO) atomic charges, reported in e, are given here: -0.95 0.46 0.48 -0.97 0.49 0.51 -0.95 0.50 0.47 -0.96 0.45 0.49 -0.98 0.50 0.50 -1.01 0.50 0.50 -0.95 0.47 0.48 -0.94 0.45 0.47 -0.99 0.48 0.50 -0.96 0.49 0.46 -0.95 0.48 0.48

=====

Question: which arrangement is favored energetically? Ranking from most to least stable: model ii, model i.

=====

Model i:
C3H8N2O2 as an isolated structure, computed with the ωB97M-V functional and the def2-TZVPD basis.

CARTESIAN COORDINATES (ANGSTROEM)
1 C -1.275 -1.152 -0.350
2 C -1.577 0.166 -0.348
3 N -2.901 0.645 -0.312
4 N 0.051 -1.588 -0.526
5 H -2.069 -1.915 -0.411
6 H -0.726 0.846 -0.297
7 H -3.063 1.431 0.320
8 H -3.527 -0.149 -0.101
9 H 0.260 -1.859 -1.483
10 H 0.294 -2.420 0.033
11 H 0.750 -0.670 -0.300
12 O 1.580 0.227 -0.451
13 C 1.884 0.568 0.769
14 O 2.438 1.537 1.222
15 H 1.688 -0.268 1.507

Output
- charge = +1
- 2S+1 = 2

The molecule's natural (NBO) atomic charges, reported in e, are given here: 0.14 0.08 -0.54 -0.77 0.23 0.28 0.45 0.41 0.46 0.45 0.44 -0.73 0.62 -0.55 0.04

=====

Model ii:
An isolated ion of composition C3H8N2O2 and charge +1, computed with the ωB97M-V functional and the def2-TZVPD basis.

CARTESIAN COORDINATES (ANGSTROEM)
1 C -0.090 0.165 -0.433
2 N 0.564 0.580 0.801
3 C 0.083 1.484 1.720
4 O -0.949 2.177 1.319
5 O 0.614 1.530 2.813
6 C 0.188 -1.312 -0.645
7 N -0.431 -1.733 -1.896
8 H -1.155 0.375 -0.280
9 H 0.272 0.851 -1.199
10 H 1.454 0.132 1.041
11 H -1.255 2.705 2.093
12 H -0.295 -1.863 0.167
13 H 1.273 -1.444 -0.645
14 H -0.011 -2.592 -2.226
15 H -0.262 -1.054 -2.628

Output
- charge = +1
- 2S+1 = 2

The molecule's natural (NBO) atomic charges, reported in e, are given here: -0.27 -0.19 0.81 -0.63 -0.38 -0.23 -0.80 0.27 0.28 0.45 0.54 0.22 0.18 0.39 0.36

=====

Question: which arrangement is favored energetically? Ranking from most to least stable: model ii, model i.

=====

Model i:
A 2-piece molecular cluster, C2H8OS overall, computed with the ωB97M-V functional and the def2-TZVPD basis.

CARTESIAN COORDINATES (ANGSTROEM)
1 C -0.470 2.000 0.565
2 S -2.156 0.986 0.564
3 C -1.126 -0.636 0.297
4 H -0.590 2.643 -0.303
5 H -0.541 2.491 1.531
6 H 0.299 1.290 0.397
7 H -1.677 -1.415 -0.252
8 H -0.868 -1.014 1.274
9 H -0.244 -0.385 -0.233
10 O 2.335 -1.612 -1.261
11 H 3.058 -1.964 -1.789
12 H 1.979 -2.385 -0.790

Output
- charge = 0
- structure (SMILES) = CSC.O

The molecule's natural (NBO) atomic charges, reported in e, are given here: -0.65 0.05 -0.68 0.22 0.22 0.21 0.22 0.21 0.21 -0.94 0.47 0.47

=====

Model ii:
A 2-piece molecular cluster, C2H8OS overall, computed with the ωB97M-V functional and the def2-TZVPD basis.

CARTESIAN COORDINATES (ANGSTROEM)
1 C 1.127 1.677 -0.257
2 C -0.062 1.458 -1.226
3 O 0.374 1.040 -2.508
4 H 1.855 0.884 -0.484
5 H 0.847 1.451 0.770
6 H 1.569 2.657 -0.379
7 H -0.634 0.640 -0.823
8 H -0.599 2.398 -1.294
9 H 1.129 1.569 -2.777
10 S -1.826 -4.972 2.491
11 H -1.578 -3.682 2.721
12 H -2.202 -5.120 3.765

Output
- charge = 0
- structure (SMILES) = CCO.S

The molecule's natural (NBO) atomic charges, reported in e, are given here: -0.65 -0.06 -0.72 0.21 0.22 0.20 0.18 0.16 0.46 -0.28 0.14 0.14

=====

Question: which arrangement is favored energetically? Ranking from most to least stable: model ii, model i.

=====

Model i:
A 2-piece molecular cluster, C3H9NS overall, computed with the ωB97M-V functional and the def2-TZVPD basis.

CARTESIAN COORDINATES (ANGSTROEM)
1 C -0.451 -2.463 -2.991
2 N 0.470 -1.815 -2.440
3 H -0.389 -3.550 -3.017
4 H -1.366 -2.072 -3.449
5 H 0.396 -0.795 -2.445
6 C 0.382 -0.266 1.692
7 S 0.741 1.184 0.694
8 C -0.080 2.633 1.474
9 H 0.746 -1.182 1.242
10 H -0.670 -0.400 1.948
11 H 0.946 -0.142 2.611
12 H 0.084 3.448 0.756
13 H -1.167 2.731 1.462
14 H 0.358 2.690 2.464

Output
- charge = 0
- structure (SMILES) = C=N.CSC

The molecule's natural (NBO) atomic charges, reported in e, are given here: -0.04 -0.60 0.15 0.14 0.34 -0.76 0.16 -0.74 0.24 0.22 0.21 0.24 0.22 0.22

=====

Model ii:
A 2-piece molecular cluster, C3H9NS overall, computed with the ωB97M-V functional and the def2-TZVPD basis.

CARTESIAN COORDINATES (ANGSTROEM)
1 C 0.780 -0.008 2.727
2 S 0.284 0.077 1.009
3 H 1.696 -0.599 2.836
4 H 1.066 0.952 3.182
5 H 0.078 -0.519 3.394
6 C -0.658 -0.518 -1.546
7 C 0.620 -0.769 -1.725
8 N -1.239 0.800 -1.792
9 H -1.378 -1.212 -1.167
10 H 1.082 -1.728 -1.582
11 H 1.293 0.022 -2.023
12 H -0.589 1.410 -2.288
13 H -1.995 0.781 -2.489
14 H -1.553 1.219 -0.904

Output
- charge = 0

The molecule's natural (NBO) atomic charges, reported in e, are given here: -0.75 -0.70 0.19 0.19 0.19 -0.10 -0.31 -0.69 0.23 0.24 0.20 0.43 0.42 0.47

=====

Question: which arrangement is favored energetically? Ranking from most to least stable: model i, model ii.

=====

Model i:
C3H9NS as an isolated structure, computed with the ωB97M-V functional and the def2-TZVPD basis.

CARTESIAN COORDINATES (ANGSTROEM)
1 C 0.316 1.717 0.958
2 N 0.655 0.452 0.341
3 C -0.372 -0.585 0.424
4 C -0.103 -1.657 -0.615
5 S -0.356 0.182 -2.783
6 H 1.254 2.213 1.222
7 H -0.249 2.373 0.288
8 H -0.252 1.582 1.874
9 H 0.841 0.571 -0.646
10 H -1.368 -0.148 0.242
11 H -0.407 -0.988 1.443
12 H -0.014 -1.194 -1.639
13 H -0.836 -2.458 -0.698
14 H 0.891 -2.060 -0.410

Output
- charge = 0

The molecule's natural (NBO) atomic charges, reported in e, are given here: -0.42 -0.63 -0.24 -0.45 -0.20 0.20 0.18 0.19 0.37 0.17 0.21 0.14 0.24 0.24

=====

Model ii:
One molecule with the formula C3H9NS, computed with the ωB97M-V functional and the def2-TZVPD basis.

CARTESIAN COORDINATES (ANGSTROEM)
1 N -0.264 -0.484 2.151
2 C -0.764 -0.559 0.814
3 C 0.432 -0.164 -0.045
4 C 0.031 0.086 -1.525
5 S 0.945 1.309 -2.219
6 H 0.467 -1.273 2.102
7 H 0.309 0.361 2.233
8 H -1.290 -1.495 0.678
9 H -1.631 0.219 0.764
10 H 0.668 0.945 0.203
11 H 1.371 -0.681 0.100
12 H -1.018 0.167 -1.539
13 H 0.202 -0.914 -2.028
14 H 0.541 2.483 -1.689

Output
- charge = 0
- structure (SMILES) = NCCCS

The molecule's natural (NBO) atomic charges, reported in e, are given here: -0.80 -0.23 -0.41 -0.61 0.01 0.33 0.35 0.20 0.18 0.19 0.21 0.22 0.24 0.12

=====

Question: which arrangement is favored energetically? Ranking from most to least stable: model ii, model i.